[1]
{"formula": "C24H50Cl2F5K2LiN6O16P3S", "method": "the ωB97M-V functional and the def2-TZVPD basis", "total_charge": 1, "multiplicity": 1, "species": ["N", "C", "C", "N", "O", "C", "N", "C", "O", "C", "O", "C", "C", "O", "C", "P", "P", "O", "O", "O", "P", "O", "O", "O", "C", "N", "C", "F", "F", "F", "N", "S", "O", "O", "F", "H", "H", "H", "H", "H", "H", "H", "H", "H", "H", "H", "H", "H", "H", "H", "H", "H", "H", "H", "H", "H", "C", "C", "O", "H", "H", "H", "H", "H", "Li", "C", "Cl", "Cl", "H", "H", "N", "C", "C", "C", "C", "C", "H", "H", "H", "H", "H", "C", "C", "C", "O", "H", "H", "H", "H", "H", "H", "H", "H", "C", "O", "H", "H", "H", "H", "C", "C", "O", "H", "H", "H", "H", "H", "K", "F", "K"], "xyz": [[5.999881, 1.805758, 1.288962], [5.449926, 0.678001, 1.302969], [5.417547, -0.266186, 0.100940], [4.870594, 0.310151, -1.143563], [5.780595, 0.521659, -2.163721], [3.547318, 0.618077, -1.365077], [2.620960, 0.335126, -0.329288], [2.336312, 1.318178, 0.690352], [2.161724, 0.569982, 1.885377], [1.888103, 1.403955, 2.976749], [0.649994, 2.011887, 2.839149], [-0.259070, 1.746280, 3.876156], [-1.667016, 1.995551, 3.329242], [-1.622745, 3.149987, 2.494074], [1.514098, -0.248606, -1.133461], [2.296621, -1.914991, -1.576751], [0.898019, -3.465083, -2.229122], [0.092175, -3.133151, -3.394084], [0.040551, -4.002783, -1.017804], [1.867793, -4.685411, -2.604186], [-0.046592, -0.613422, -0.226408], [-0.631015, 0.556683, 0.432364], [-1.127048, -1.189695, -1.212065], [0.339939, -1.670032, 0.889581], [1.555794, 0.828202, -2.287786], [0.675311, 1.940470, -2.092532], [1.118456, 0.324932, -3.695690], [1.134345, 1.336342, -4.573563], [-0.140280, -0.096892, -3.660269], [1.913007, -0.610420, -4.209839], [3.009650, 1.118114, -2.417275], [3.646339, 3.316359, -2.614745], [3.696984, 3.844449, -1.274819], [2.818948, 4.234106, -3.477011], [5.264762, 3.609517, -3.245839], [6.416876, 1.949534, 0.366340], [4.897765, 0.346042, 2.176373], [4.921917, -1.196633, 0.386757], [6.453925, -0.533520, -0.096445], [6.039108, 1.457508, -2.163248], [1.441503, 1.912926, 0.531657], [3.207217, 1.961880, 0.813922], [2.670027, 2.152411, 3.141311], [1.883194, 0.758697, 3.854116], [-0.112938, 2.413697, 4.726048], [-0.238507, 0.705675, 4.204594], [-2.359071, 2.214673, 4.138780], [-1.983710, 1.152071, 2.722494], [-2.002417, 2.926193, 1.646750], [3.178827, -1.735981, -2.699699], [0.478224, -4.752915, -0.561701], [1.735530, -4.864522, -3.544630], [-1.980299, -0.904661, -0.858933], [1.303873, -1.758526, 0.928900], [-0.273748, 1.668480, -1.893978], [1.027053, 2.640621, -1.458639], [-3.611537, -2.092841, 3.080789], [-2.653534, -2.456801, 1.908261], [-1.559904, -1.834061, 2.058246], [-3.825826, -1.026169, 3.064618], [-4.550134, -2.641709, 2.964532], [-3.189135, -2.361816, 4.044910], [-3.221228, -2.280211, 0.961686], [-2.619384, -3.659350, 1.963477], [3.158905, 5.019626, -5.062038], [0.024728, -7.760116, 0.435780], [1.475035, -6.743164, 0.266574], [-0.668807, -8.167633, -1.131842], [0.301883, -8.672181, 0.948776], [-0.711999, -7.213084, 1.013148], [-6.340087, -1.085473, 5.924443], [-7.040849, -0.060953, 5.445562], [-8.194649, -0.203369, 4.688706], [-8.643727, -1.483663, 4.410372], [-7.926504, -2.563199, 4.899277], [-6.787137, -2.308166, 5.649781], [-6.652609, 0.923064, 5.684655], [-8.725255, 0.666802, 4.328117], [-9.539017, -1.637863, 3.822167], [-8.242169, -3.579034, 4.704384], [-6.194759, -3.120294, 6.056506], [4.467910, 10.219465, -4.726553], [4.965132, 9.210652, -5.727591], [4.886847, 9.719129, -7.142833], [4.134902, 7.977840, -5.614895], [3.408642, 10.473211, -4.923542], [4.518879, 9.818878, -3.711347], [5.077016, 11.118136, -4.788575], [5.988241, 8.936538, -5.493737], [3.839874, 9.958634, -7.412815], [5.236038, 8.961565, -7.849830], [5.502508, 10.610517, -7.240026], [3.245235, 8.255011, -5.823091], [-4.761549, -7.071511, -0.953372], [-4.084258, -7.739076, 0.108333], [-5.689714, -6.668555, -0.556750], [-4.154016, -6.250020, -1.344106], [-4.994296, -7.768336, -1.761727], [-3.265821, -8.093060, -0.248622], [-5.342605, -5.449274, 4.154156], [-4.344656, -5.798723, 3.034021], [-3.190991, -5.112917, 3.235043], [-5.580557, -4.386052, 4.160120], [-6.278148, -5.995030, 4.002617], [-4.958109, -5.724451, 5.134827], [-4.888017, -5.592903, 2.091754], [-4.259787, -6.899439, 3.018484], [4.346959, -2.636316, -0.556918], [6.902772, 10.790525, -5.713096], [1.340531, 7.158624, -6.065502]], "forces_ev_per_a": [[0.08, -0.07, -0.11], [-0.51, -0.14, -0.24], [0.13, 0.77, 0.29], [-0.07, -0.13, 0.67], [-0.06, -0.24, -0.13], [-0.65, 1.15, 0.13], [-0.06, -1.76, 0.83], [0.36, -0.18, 0.91], [0.39, -0.04, -0.25], [-0.40, -0.21, 0.97], [0.52, -0.03, -0.04], [-1.27, 0.21, -0.10], [0.47, 0.59, -0.69], [-0.23, 0.30, 0.27], [0.35, -0.18, -1.13], [-3.59, 0.70, -1.04], [-1.35, -0.45, -1.83], [-0.28, 0.60, -0.28], [0.94, -0.06, 0.48], [0.78, 0.18, 0.80], [-1.01, 1.83, 2.26], [0.08, 0.92, -0.35], [0.76, -0.99, -0.55], [1.89, -0.70, -1.58], [-0.58, -0.34, -1.19], [0.85, 0.57, 0.10], [0.08, 0.76, -0.11], [0.32, 0.22, -0.11], [-0.21, -0.57, 0.16], [-0.05, -0.55, -0.04], [-0.81, -3.60, 0.10], [0.85, 2.33, -0.85], [0.08, -0.03, 0.55], [0.07, 0.83, -1.05], [-0.22, 0.38, 0.06], [0.18, 0.43, 0.05], [0.07, -0.03, 0.25], [0.57, 2.30, 0.97], [0.10, 0.02, -0.38], [-0.21, 0.17, -0.02], [-0.13, -0.02, -0.29], [0.06, 0.23, -0.29], [0.12, 0.17, -0.46], [0.11, -0.23, 0.02], [0.35, 0.04, 0.10], [0.33, -0.11, 0.10], [-0.11, -0.39, 0.22], [-0.10, -0.29, 0.17], [0.04, -0.10, -0.20], [-0.81, -0.07, 0.19], [-0.28, 0.14, 0.02], [0.02, -0.09, -0.15], [-0.19, 0.06, -0.10], [0.04, 0.03, 0.34], [-0.06, 0.04, 0.25], [-0.14, 0.02, 0.20], [-0.56, -1.00, 0.48], [-1.37, 2.75, 0.99], [-0.78, -1.04, -0.21], [0.24, 0.07, -0.22], [0.05, -0.05, -0.04], [0.09, -0.01, -0.02], [0.57, -0.57, -0.45], [-0.37, -1.63, 1.32], [1.11, -0.55, 0.98], [-0.28, -0.04, 0.11], [0.03, 0.05, 0.04], [-0.01, 0.01, -0.01], [0.15, -0.01, -0.06], [0.02, 0.09, -0.02], [0.00, 0.00, -0.07], [0.05, 0.09, 0.03], [0.03, -0.02, 0.00], [-0.05, -0.01, -0.05], [0.05, 0.04, 0.01], [0.06, -0.05, 0.05], [-0.05, 0.03, -0.02], [0.01, 0.02, 0.01], [-0.01, 0.00, 0.00], [0.02, -0.02, 0.03], [-0.06, -0.05, -0.01], [-0.61, -0.20, 0.36], [0.29, 0.83, -0.12], [-0.46, -0.37, -0.43], [-0.54, -1.52, 0.10], [0.04, -0.02, -0.08], [0.07, 0.02, 0.00], [0.19, -0.09, -0.14], [-0.03, -0.17, 0.04], [0.02, 0.02, 0.09], [0.07, 0.03, 0.02], [0.13, -0.02, 0.21], [0.27, 1.10, -0.06], [0.28, -0.14, 0.03], [-0.10, 0.14, 0.05], [-0.01, -0.02, 0.05], [-0.09, 0.03, -0.07], [-0.07, 0.08, -0.05], [0.04, -0.07, -0.03], [-0.36, 0.02, -0.11], [-1.37, -0.11, 0.90], [1.07, 1.09, -1.56], [0.08, 0.03, -0.02], [0.03, -0.03, -0.04], [0.16, 0.01, -0.03], [0.47, 0.26, -0.16], [0.69, 0.10, -0.26], [3.59, -3.96, 0.64], [0.22, 0.09, -0.01], [-0.53, 0.41, -0.10]]}

***

[2]
{"formula": "C24H50F39N4O10P5", "method": "the ωB97M-V functional and the def2-TZVPD basis", "total_charge": -4, "multiplicity": 1, "species": ["C", "C", "O", "N", "H", "H", "C", "H", "H", "H", "H", "H", "H", "C", "C", "O", "N", "H", "H", "C", "H", "H", "H", "H", "H", "H", "C", "C", "O", "N", "H", "H", "C", "H", "H", "H", "H", "H", "H", "C", "C", "O", "N", "H", "H", "C", "H", "H", "H", "H", "H", "H", "C", "O", "O", "C", "F", "F", "F", "C", "C", "H", "H", "H", "H", "H", "H", "C", "O", "O", "C", "F", "F", "F", "C", "C", "H", "H", "H", "H", "H", "H", "C", "O", "O", "C", "F", "F", "F", "C", "C", "H", "H", "H", "H", "H", "H", "P", "F", "F", "F", "F", "F", "F", "P", "F", "F", "F", "F", "F", "F", "P", "F", "F", "F", "F", "F", "F", "P", "F", "F", "F", "F", "F", "F", "P", "F", "F", "F", "F", "F", "F"], "xyz": [[5.865300, 7.373650, -21.189360], [6.551960, 8.716690, -21.235370], [5.978500, 9.851100, -21.104490], [8.050500, 8.681180, -21.044230], [8.273980, 9.430780, -20.405280], [8.156100, 7.922280, -20.386180], [8.856440, 8.527790, -22.391750], [5.714320, 7.101820, -20.144650], [6.517170, 6.584370, -21.563820], [4.979330, 7.576310, -21.791090], [9.905840, 8.547910, -22.097730], [8.573570, 9.302180, -23.104780], [8.605780, 7.522950, -22.731680], [0.708720, 4.256530, -18.229630], [-0.301790, 3.253800, -18.718540], [-0.744650, 2.391050, -18.042880], [-0.843930, 3.488210, -20.170000], [-0.704810, 4.411760, -20.554440], [-0.387710, 2.821740, -20.776440], [-2.353050, 3.281000, -20.273080], [1.658170, 4.173160, -18.758500], [0.936720, 4.176640, -17.166750], [0.346930, 5.271570, -18.393630], [-2.820390, 3.424710, -21.247260], [-2.883840, 3.956530, -19.602250], [-2.468890, 2.260270, -19.908670], [2.526610, 13.529860, -18.511740], [3.516400, 14.198470, -17.562730], [3.215440, 15.072940, -16.789430], [5.000210, 13.970130, -17.979850], [5.103070, 13.030450, -18.335550], [5.227350, 14.447890, -18.840240], [6.076770, 14.163590, -16.844310], [2.097920, 12.764860, -17.864370], [2.914500, 13.030000, -19.399310], [1.716950, 14.201520, -18.797100], [5.940570, 13.484680, -16.002500], [6.164000, 15.230100, -16.636780], [6.996340, 13.936710, -17.383750], [-1.404510, 7.681550, -26.942730], [0.042170, 7.405680, -27.291490], [0.349850, 7.141280, -28.461600], [1.046600, 7.683090, -26.182830], [0.630510, 7.431620, -25.297550], [1.849220, 7.080050, -26.293550], [1.373990, 9.243170, -26.089270], [-1.656490, 8.730550, -26.787210], [-1.816800, 7.149320, -26.085500], [-1.910680, 7.261190, -27.811750], [2.009090, 9.545810, -25.256700], [0.409010, 9.688430, -25.847120], [1.703750, 9.607290, -27.062290], [10.832160, 4.170620, -17.832540], [11.498830, 3.925350, -16.551170], [9.872920, 5.196560, -17.706460], [11.918830, 4.009620, -18.934350], [13.022690, 4.819450, -18.899820], [12.534180, 2.840430, -19.103480], [11.274120, 4.357930, -20.118680], [12.709880, 3.137930, -16.287940], [12.985420, 3.194080, -14.782060], [13.492170, 4.145080, -14.618030], [12.110040, 3.134950, -14.135290], [13.781160, 2.549760, -14.408220], [13.595450, 3.536050, -16.783300], [12.639450, 2.076940, -16.527580], [10.259670, 3.256710, -17.991040], [-1.763090, 8.707290, -20.571440], [-2.727990, 7.986930, -19.897010], [-1.119400, 7.762910, -21.369300], [-2.232760, 10.120640, -21.116350], [-1.327200, 10.899240, -21.611710], [-3.059030, 9.892290, -22.142780], [-3.023610, 10.888280, -20.329750], [-3.669730, 8.485190, -18.957370], [-4.384220, 7.459560, -17.988720], [-4.643240, 8.000880, -17.078780], [-5.179340, 6.930480, -18.514040], [-3.533290, 6.783820, -17.902690], [-4.443400, 9.051740, -19.475600], [-3.117390, 9.208190, -18.357130], [-1.134750, 9.001260, -19.730690], [3.004110, 0.984680, -23.034130], [3.245170, 1.020250, -21.579100], [1.578950, 0.820590, -23.154650], [3.694820, 2.205480, -23.789810], [5.052840, 2.221010, -23.760180], [3.307710, 2.354890, -25.012280], [3.365070, 3.374810, -23.253580], [4.624900, 1.080540, -21.088010], [4.515910, 0.524840, -19.629380], [5.290030, 0.878880, -18.948580], [3.615700, 0.946360, -19.182120], [4.573260, -0.558160, -19.520170], [5.019380, 2.092630, -20.997620], [5.363980, 0.479490, -21.617720], [3.463370, 0.092070, -23.458900], [13.913120, 9.681590, -26.355940], [14.856220, 8.957020, -27.451410], [14.604720, 8.698630, -25.240820], [15.181020, 10.652950, -26.272100], [13.222290, 10.590440, -25.208000], [13.291050, 10.709720, -27.491390], [12.633210, 8.729460, -26.539160], [4.098720, 9.039920, -15.460270], [5.338710, 9.779000, -16.174550], [4.960730, 9.094030, -14.072250], [3.563840, 10.501850, -15.048010], [2.807780, 8.480270, -14.787770], [3.184930, 9.052870, -16.832410], [4.608410, 7.543340, -16.045270], [3.928930, 15.475110, -24.092630], [4.621020, 16.775430, -24.794820], [3.366360, 14.858320, -25.543530], [5.364880, 14.733900, -24.071140], [3.447030, 14.268960, -23.248350], [4.361260, 16.129700, -22.722630], [2.449210, 16.221810, -23.889500], [12.198170, 12.098460, -18.116720], [12.605800, 10.544450, -18.553780], [10.695020, 11.493120, -17.668490], [12.767800, 11.836140, -16.575620], [11.587970, 13.602410, -17.760380], [13.646860, 12.790150, -18.560600], [11.748150, 12.308220, -19.683640], [6.974750, 7.328660, -28.500660], [5.577060, 7.971230, -28.753630], [6.313690, 5.868660, -28.394670], [7.152740, 6.828020, -30.049700], [8.338400, 6.666900, -28.016080], [7.684340, 8.709050, -28.827010], [6.748710, 7.686820, -26.894140]], "forces_ev_per_a": [[0.91, 0.99, -0.90], [-2.53, 4.92, 2.26], [2.96, -5.45, -1.18], [-1.01, -0.07, -0.76], [0.54, 1.32, -0.51], [0.82, -1.27, -0.19], [-0.11, -0.48, 1.52], [-0.51, 0.35, 0.13], [-0.22, 0.01, -0.47], [-0.25, -0.82, 0.39], [-0.09, 0.20, -0.22], [-0.03, -0.02, 0.37], [0.00, 0.21, -0.19], [0.13, 0.42, -0.55], [0.67, 0.96, 1.56], [-0.54, -0.21, -1.20], [-1.73, 0.08, 0.06], [0.88, 0.80, 0.15], [0.56, -0.51, -0.60], [-0.01, -0.88, 1.13], [-0.02, -0.07, -0.28], [-0.37, -0.49, -0.13], [-0.08, 0.11, -0.25], [0.93, -0.08, -0.24], [0.46, 0.09, 0.15], [-0.46, 0.10, -0.21], [0.27, -0.58, 1.03], [-1.43, 2.74, -1.55], [1.54, -2.17, -0.80], [0.30, -0.72, 2.45], [-0.21, -1.03, 0.37], [-0.01, 1.27, -0.21], [0.22, 0.45, -2.10], [-0.32, -0.37, -0.16], [0.35, 0.16, 0.17], [0.31, 0.21, 0.22], [-0.43, 0.20, -0.27], [-0.57, -0.25, 0.39], [0.14, -0.34, 0.31], [-0.14, -0.92, -0.13], [-0.44, 0.34, -3.76], [0.13, 0.69, 4.76], [0.17, 1.36, -0.49], [-0.34, -0.15, 0.55], [0.88, -0.01, -0.34], [-1.12, -0.45, -0.24], [0.32, 0.07, -0.21], [0.48, -0.08, 0.30], [-0.26, 0.46, 0.04], [0.41, -0.85, -0.21], [-0.06, -0.07, -0.19], [0.24, -0.37, 0.20], [-2.62, 0.52, 1.32], [1.65, -0.34, 1.46], [3.77, -2.23, -1.07], [0.05, 3.32, -1.66], [-0.61, 0.79, 0.54], [-1.08, -1.53, 0.07], [0.72, -0.89, 0.57], [-1.16, 0.27, 0.28], [0.66, 1.34, 0.04], [-0.55, 0.53, 0.31], [-0.05, -0.09, -0.26], [-0.21, -0.86, -0.39], [-0.10, 0.09, -0.32], [-0.48, -0.14, -0.64], [-0.16, -0.82, -0.38], [3.45, -1.26, 0.31], [-3.89, -2.51, 0.91], [-1.24, 2.88, 0.31], [-2.19, -2.21, -1.23], [2.26, 0.96, 0.06], [-1.16, -0.69, -1.68], [0.50, 0.13, 1.44], [-0.18, 1.42, -0.04], [2.31, 0.50, -2.24], [-0.16, -0.45, -0.08], [-0.22, 0.19, 0.34], [-0.29, -0.55, 1.00], [-0.12, 0.16, -0.14], [-0.12, 0.19, 0.50], [1.07, 0.71, 0.34], [-3.82, -0.93, 0.46], [1.99, 0.54, -0.87], [3.72, 1.48, -0.20], [-0.57, -0.08, 2.30], [0.11, -0.83, -0.15], [-0.37, -0.96, -2.72], [-0.57, 1.47, 1.66], [-1.12, -0.81, 1.67], [0.36, 0.68, -0.06], [0.47, 0.28, -0.34], [-0.32, -0.39, -0.13], [-0.51, -0.05, -0.39], [-0.22, 0.22, -0.41], [-0.31, -0.05, -0.55], [0.65, -0.27, 0.03], [1.05, 1.32, -0.14], [-1.18, -1.54, -1.31], [-0.93, 0.11, 0.04], [1.09, 1.62, 0.99], [-0.50, -0.77, 0.12], [-0.05, -0.70, 0.04], [0.67, -0.01, 0.18], [0.70, 0.10, -1.56], [0.22, -0.32, -0.81], [-0.34, -1.54, -0.51], [-0.57, 1.51, -0.28], [-0.71, -1.86, 1.75], [0.50, 1.03, -0.59], [0.05, 1.40, 1.85], [0.35, 1.59, -0.65], [-0.95, -0.54, -0.92], [1.12, 0.52, 1.56], [0.45, -0.26, -1.77], [-2.24, -2.64, 0.46], [0.42, 1.58, 2.32], [0.70, -0.23, -0.79], [-0.31, -0.75, -0.73], [0.33, 1.58, 0.76], [1.09, 0.56, -0.44], [-0.58, 0.60, -1.51], [0.75, -0.88, 0.19], [-0.95, -0.95, 0.95], [-0.53, 0.02, 0.84], [1.35, -1.76, 0.70], [-2.05, 0.81, -0.89], [-1.42, -0.90, 1.73], [0.65, 1.33, -0.77], [1.14, -0.03, -0.55], [0.28, 0.42, 0.10], [-0.30, 0.10, -0.29]]}

***

no.,orbital gap (eV)
1,2.20
2,2.96